Version i
{
  "formula": "C4H10NO",
  "method": "wB97M-V/def2-TZVPD",
  "symbols": ["C", "C", "N", "H", "H", "H", "H", "H", "C", "O", "C", "H", "H", "H", "H", "H"],
  "coordinates": [[2.17, 0.88, 1.34], [0.12, 1.83, 0.95], [0.96, 1.50, 1.87], [2.88, 0.60, 2.13], [2.77, 1.44, 0.60], [1.98, -0.09, 0.83], [-0.90, 1.42, 0.96], [0.60, 2.42, 0.16], [-0.78, -1.09, -0.61], [-1.34, -0.36, 0.41], [-1.87, -1.44, -1.66], [-0.33, -2.06, -0.31], [0.12, -0.54, -1.06], [-1.43, -1.91, -2.50], [-2.36, -0.52, -1.96], [-2.60, -2.09, -1.15]],
  "homo_energy_ha": -0.098,
  "total_charge": -1,
  "multiplicity": 1
}


Version ii
{
  "formula": "C4H10NO",
  "method": "wB97M-V/def2-TZVPD",
  "symbols": ["C", "C", "C", "N", "C", "O", "H", "H", "H", "H", "H", "H", "H", "H", "H", "H"],
  "coordinates": [[1.51, -2.19, 1.23], [1.00, -0.77, 1.23], [0.82, -0.32, -0.26], [-0.10, 0.84, -0.36], [-1.68, 0.94, -0.54], [-1.81, 2.02, -1.45], [0.69, -2.89, 0.87], [2.30, -2.28, 0.46], [1.94, -2.40, 2.15], [0.04, -0.73, 1.80], [1.79, -0.29, 1.79], [0.25, -1.20, -0.66], [1.87, -0.26, -0.68], [0.21, 1.09, -1.27], [-1.91, -0.11, -0.88], [-1.87, 1.01, 0.51]],
  "homo_energy_ha": -0.098,
  "total_charge": -1,
  "multiplicity": 1
}


Version iii
{
  "formula": "C4H10NO",
  "method": "wB97M-V/def2-TZVPD",
  "symbols": ["C", "C", "C", "N", "C", "O", "H", "H", "H", "H", "H", "H", "H", "H", "H", "H"],
  "coordinates": [[0.33, 0.07, -2.27], [-0.36, -0.66, -1.02], [0.50, -0.32, 0.25], [-0.40, -0.53, 1.35], [-0.58, 0.76, 2.26], [-1.19, 0.71, 3.43], [0.53, 1.15, -2.08], [1.32, -0.26, -2.55], [-0.20, -0.03, -3.16], [-1.33, -0.17, -1.08], [-0.37, -1.71, -1.25], [0.82, 0.76, 0.24], [1.44, -0.88, 0.27], [-0.15, -1.38, 1.81], [0.57, 1.02, 2.38], [-0.94, 1.45, 1.45]],
  "homo_energy_ha": -0.085,
  "total_charge": -1,
  "multiplicity": 1
}


Version iv
{
  "formula": "C4H10NO",
  "method": "wB97M-V/def2-TZVPD",
  "symbols": ["C", "C", "C", "N", "C", "O", "H", "H", "H", "H", "H", "H", "H", "H", "H", "H"],
  "coordinates": [[0.36, -1.00, 2.16], [0.33, 0.16, 1.12], [-0.52, -0.21, -0.10], [-0.69, 0.95, -0.99], [-0.15, 0.66, -2.38], [0.89, -0.18, -2.41], [1.37, -1.37, 2.22], [-0.27, -1.84, 1.86], [0.02, -0.64, 3.14], [1.31, 0.25, 0.67], [-0.09, 1.06, 1.55], [0.07, -0.92, -0.66], [-1.51, -0.59, 0.17], [-0.16, 1.73, -0.62], [0.07, 1.67, -2.78], [-1.03, 0.28, -2.95]],
  "homo_energy_ha": -0.085,
  "total_charge": -1,
  "multiplicity": 1
}


Most stable structure - version iv; separation to the second - 67.8 kJ/mol.


Version i
{
  "formula": "C4H10NO",
  "method": "wB97M-V/def2-TZVPD",
  "symbols": ["C", "N", "C", "C", "C", "O", "H", "H", "H", "H", "H", "H", "H", "H", "H", "H"],
  "coordinates": [[0.54, -0.34, 1.04], [2.15, 0.41, 3.09], [0.75, 0.30, 2.48], [-1.76, -0.52, -2.64], [-1.67, 0.41, -3.66], [-2.49, 1.06, -4.35], [0.62, -1.43, 0.99], [-0.36, 0.02, 0.52], [1.37, 0.04, 0.44], [1.72, -0.55, 2.62], [0.31, 1.29, 2.39], [0.01, -0.20, 3.10], [-0.84, -0.70, -2.11], [-2.65, -1.11, -2.44], [-0.57, 0.67, -3.87], [2.87, 0.65, 2.41]],
  "homo_energy_ha": -0.080,
  "total_charge": -1,
  "multiplicity": 1
}


Version ii
{
  "formula": "C4H10NO",
  "method": "wB97M-V/def2-TZVPD",
  "symbols": ["C", "C", "N", "C", "C", "O", "H", "H", "H", "H", "H", "H", "H", "H", "H", "H"],
  "coordinates": [[1.20, 0.82, 0.45], [0.19, 0.35, -0.64], [0.85, 0.02, -1.89], [-0.72, -0.82, -0.19], [-1.44, -0.44, 1.15], [-0.71, -0.71, 2.27], [1.65, 1.85, 0.20], [1.92, 0.03, 0.82], [0.44, 0.99, 1.24], [-0.51, 1.22, -0.83], [1.74, 0.58, -2.10], [1.07, -0.94, -1.74], [-0.12, -1.75, 0.11], [-1.51, -1.03, -0.96], [-2.52, -0.85, 1.16], [-1.55, 0.69, 0.92]],
  "homo_energy_ha": -0.087,
  "total_charge": -1,
  "multiplicity": 1
}


Most stable structure - version ii; separation to the second - 219.7 kJ/mol.


Version i
{
  "formula": "C22H51BF4N4O4",
  "method": "wB97M-V/def2-TZVPD",
  "symbols": ["C", "C", "C", "N", "C", "C", "C", "C", "C", "H", "H", "H", "H", "H", "H", "H", "H", "H", "H", "H", "H", "H", "H", "H", "H", "H", "H", "B", "F", "F", "F", "F", "C", "C", "N", "H", "H", "H", "C", "C", "N", "H", "H", "H", "C", "C", "N", "H", "H", "H", "C", "C", "O", "H", "H", "H", "H", "H", "H", "C", "C", "O", "H", "H", "H", "H", "H", "H", "C", "C", "O", "H", "H", "H", "H", "H", "H", "C", "C", "O", "H", "H", "H", "H", "H", "H"],
  "coordinates": [[82.91, -65.75, -49.79], [81.36, -65.85, -50.06], [80.62, -64.55, -50.19], [79.24, -64.76, -50.66], [78.52, -65.55, -49.72], [79.14, -65.35, -52.01], [77.76, -64.78, -52.55], [77.43, -63.52, -51.92], [78.59, -63.36, -50.95], [83.33, -65.15, -50.52], [83.41, -66.69, -49.88], [83.09, -65.34, -48.83], [80.89, -66.38, -49.38], [81.31, -66.33, -50.96], [81.15, -63.97, -50.83], [80.81, -64.09, -49.04], [77.50, -65.54, -49.93], [78.47, -65.18, -48.72], [78.59, -66.70, -49.87], [79.25, -66.31, -52.06], [79.93, -65.09, -52.57], [77.09, -65.43, -52.37], [77.59, -64.49, -53.68], [76.55, -63.66, -51.36], [77.44, -62.66, -52.53], [78.31, -62.85, -50.17], [79.28, -62.68, -51.37], [81.71, -60.37, -50.41], [80.39, -59.90, -50.89], [81.37, -60.75, -49.19], [82.06, -61.47, -51.10], [82.72, -59.38, -50.43], [78.30, -58.47, -48.20], [78.37, -57.01, -47.57], [78.51, -56.00, -47.04], [79.33, -58.95, -47.97], [77.27, -58.77, -47.73], [78.18, -58.45, -49.30], [77.52, -59.25, -52.56], [77.00, -60.08, -51.41], [76.66, -60.70, -50.54], [78.28, -58.50, -52.27], [78.04, -59.77, -53.36], [76.76, -58.81, -53.22], [81.87, -61.98, -53.85], [80.47, -62.04, -54.32], [79.29, -62.13, -54.65], [82.20, -62.84, -53.11], [82.40, -62.37, -54.69], [82.22, -61.10, -53.53], [86.45, -63.04, -51.16], [85.35, -62.06, -51.13], [84.52, -62.23, -50.02], [87.10, -63.02, -50.31], [86.89, -62.93, -52.23], [85.89, -63.97, -51.36], [84.68, -62.07, -51.97], [85.81, -61.05, -50.83], [83.64, -61.77, -50.36], [79.90, -63.14, -45.52], [80.40, -62.37, -46.79], [79.42, -61.93, -47.66], [79.54, -64.13, -45.82], [79.06, -62.75, -44.99], [80.70, -63.53, -44.89], [81.27, -63.05, -47.18], [80.89, -61.30, -46.60], [79.93, -61.37, -48.44], [83.42, -56.68, -54.10], [83.15, -57.73, -53.05], [81.80, -57.66, -52.67], [83.14, -55.65, -53.64], [82.85, -57.01, -54.82], [84.43, -56.43, -54.26], [83.89, -57.81, -52.38], [83.20, -58.68, -53.54], [81.58, -58.14, -51.87], [81.91, -58.16, -46.13], [83.04, -59.11, -46.53], [83.94, -59.45, -45.40], [81.37, -58.63, -45.33], [81.38, -57.74, -46.80], [82.47, -57.23, -45.60], [83.68, -58.85, -47.31], [82.68, -59.94, -46.93], [84.91, -59.23, -45.66]],
  "homo_energy_ha": -0.344,
  "total_charge": 0,
  "multiplicity": 1
}


Version ii
{
  "formula": "C22H51BF4N4O4",
  "method": "wB97M-V/def2-TZVPD",
  "symbols": ["C", "C", "C", "N", "C", "C", "C", "C", "C", "H", "H", "H", "H", "H", "H", "H", "H", "H", "H", "H", "H", "H", "H", "H", "H", "H", "H", "B", "F", "F", "F", "F", "C", "C", "N", "H", "H", "H", "C", "C", "N", "H", "H", "H", "C", "C", "N", "H", "H", "H", "C", "C", "O", "H", "H", "H", "H", "H", "H", "C", "C", "O", "H", "H", "H", "H", "H", "H", "C", "C", "O", "H", "H", "H", "H", "H", "H", "C", "C", "O", "H", "H", "H", "H", "H", "H"],
  "coordinates": [[-8.89, 0.31, -0.96], [-7.74, 1.29, -1.50], [-6.64, 1.36, -0.63], [-5.52, 2.45, -0.73], [-6.05, 3.80, -0.66], [-4.77, 2.15, -2.05], [-3.33, 2.24, -1.86], [-3.21, 1.63, -0.43], [-4.37, 2.20, 0.29], [-9.44, 0.17, -1.91], [-9.26, 0.63, -0.01], [-8.58, -0.73, -1.08], [-8.26, 2.48, -1.58], [-7.44, 1.12, -2.41], [-6.09, 0.28, -0.61], [-6.87, 1.24, 0.44], [-6.72, 3.96, -1.38], [-5.46, 4.58, -0.52], [-6.67, 3.84, 0.30], [-5.02, 2.76, -2.94], [-4.93, 1.06, -2.58], [-3.31, 3.22, -1.90], [-2.60, 1.91, -2.56], [-2.14, 1.71, -0.01], [-3.32, 0.60, -0.67], [-4.28, 3.17, 0.60], [-4.52, 1.37, 0.85], [1.37, -0.20, 0.21], [2.55, 0.57, 0.36], [1.14, -0.95, 1.41], [0.29, 0.59, 0.03], [1.60, -1.05, -0.85], [2.95, 0.55, -3.65], [4.48, 0.59, -3.85], [5.64, 0.75, -4.04], [2.84, -0.09, -4.52], [2.78, 0.15, -2.77], [2.36, 1.62, -3.63], [-0.69, -3.67, 0.14], [-0.09, -4.95, 0.74], [0.36, -5.95, 1.14], [-0.35, -2.90, 0.80], [-0.37, -3.67, -0.94], [-1.75, -3.81, 0.19], [2.06, 3.33, -1.10], [2.43, 4.79, -0.78], [2.62, 5.84, -0.45], [1.25, 2.74, -0.51], [1.55, 3.22, -2.01], [3.05, 2.73, -1.38], [3.77, -4.14, -1.87], [3.75, -2.70, -2.30], [4.01, -1.86, -1.17], [4.65, -4.49, -1.56], [3.48, -4.98, -2.42], [3.07, -4.11, -1.02], [2.82, -2.38, -2.75], [4.45, -2.65, -3.09], [3.14, -1.53, -0.78], [-1.53, 0.03, 3.45], [-0.43, -0.72, 4.23], [-0.79, -1.07, 5.55], [-1.26, 0.45, 2.54], [-1.95, 0.98, 4.01], [-2.43, -0.57, 3.38], [0.15, 0.13, 4.18], [-0.05, -1.42, 3.75], [-0.29, -0.47, 5.98], [4.73, -3.79, 3.08], [3.69, -3.18, 2.15], [3.11, -2.13, 2.70], [4.31, -3.97, 3.99], [5.78, -3.25, 3.20], [4.85, -4.88, 2.91], [3.06, -3.93, 1.76], [4.25, -3.04, 1.12], [2.25, -1.91, 2.06], [7.38, 1.37, 1.22], [5.88, 0.88, 0.75], [4.88, 1.63, 1.28], [7.51, 1.58, 2.23], [7.56, 2.27, 0.77], [8.22, 0.75, 0.75], [5.67, -0.27, 0.95], [5.67, 1.14, -0.30], [4.02, 1.16, 1.26]],
  "homo_energy_ha": -0.288,
  "total_charge": 0,
  "multiplicity": 1
}


Most stable structure - version i; separation to the second - 268.6 kJ/mol.


Version i
{
  "formula": "C2H4O3P",
  "method": "wB97M-V/def2-TZVPD",
  "symbols": ["C", "C", "O", "O", "O", "P", "H", "H", "H", "H"],
  "coordinates": [[-0.73, -0.35, 0.59], [-1.24, 0.49, -0.49], [2.67, -1.05, 1.25], [2.16, 1.07, -0.14], [0.68, -0.97, -0.29], [1.79, -0.23, 0.44], [-1.20, -1.26, 0.81], [-1.52, 0.14, -1.46], [-0.38, 1.17, -0.44], [-2.21, 0.99, -0.28]],
  "homo_energy_ha": -0.120,
  "total_charge": -1,
  "multiplicity": 1
}


Version ii
{
  "formula": "C2H4O3P",
  "method": "wB97M-V/def2-TZVPD",
  "symbols": ["C", "C", "O", "O", "O", "P", "H", "H", "H", "H"],
  "coordinates": [[0.68, 0.77, -0.75], [-0.03, 0.91, 0.47], [0.58, -2.34, -0.21], [-1.74, -1.54, 0.15], [1.48, 1.54, -1.24], [-0.59, -2.24, 0.76], [0.19, 0.08, -1.41], [-1.06, 0.78, 0.21], [0.21, 1.95, 0.91], [0.28, 0.08, 1.12]],
  "homo_energy_ha": -0.156,
  "total_charge": -1,
  "multiplicity": 1
}


Version iii
{
  "formula": "C2H4O3P",
  "method": "wB97M-V/def2-TZVPD",
  "symbols": ["C", "C", "O", "O", "O", "P", "H", "H", "H", "H"],
  "coordinates": [[0.95, -0.02, 0.08], [2.31, -0.07, 0.32], [0.48, 0.67, -1.08], [-0.01, -0.55, 0.75], [-3.27, 0.73, -0.37], [-2.84, -0.26, 0.66], [2.67, -0.58, 1.21], [2.79, 0.69, -0.22], [-0.47, 0.66, -1.13], [-2.63, -1.29, -0.22]],
  "homo_energy_ha": -0.103,
  "total_charge": -1,
  "multiplicity": 1
}


Most stable structure - version ii; separation to the second - 189.5 kJ/mol.


Version i
{
  "formula": "C2H2Br2S2",
  "method": "wB97M-V/def2-TZVPD",
  "symbols": ["Br", "C", "C", "S", "S", "Br", "H", "H"],
  "coordinates": [[-1.40, -1.43, -0.18], [-0.26, -0.19, 0.44], [0.21, 0.80, -0.36], [1.57, 1.77, 0.26], [3.10, 0.80, -0.64], [3.41, -1.30, 0.02], [-0.06, -0.20, 1.63], [0.07, 0.80, -1.37]],
  "homo_energy_ha": -0.332,
  "total_charge": 0,
  "multiplicity": 1
}


Version ii
{
  "formula": "C2H2Br2S2",
  "method": "wB97M-V/def2-TZVPD",
  "symbols": ["C", "C", "S", "S", "Br", "Br", "H", "H"],
  "coordinates": [[0.47, 0.50, -0.16], [-0.56, -0.49, -0.25], [0.13, 2.21, -0.35], [-0.41, -2.22, -0.29], [2.24, -0.18, -0.24], [-2.40, -0.02, -0.19], [0.03, 2.57, 0.87], [0.50, -2.37, 0.62]],
  "homo_energy_ha": -0.328,
  "total_charge": 0,
  "multiplicity": 1
}


Most stable structure - version i; separation to the second - 37.1 kJ/mol.